1.
Computed, not measured: C12H19NO4S in the gas phase, with ωB97M-V/def2-TZVPD.

ORCA input file:
```
! wB97M-V def2-TZVPD RIJCOSX def2/J DEFGRID3
* xyz 0 1
C 0.162 5.174 -0.733
C -0.804 4.289 -1.516
O -0.199 3.094 -1.970
C 0.028 2.070 -1.108
C -0.388 2.031 0.219
C -0.122 0.919 1.001
C 0.553 -0.150 0.456
C 0.991 -0.117 -0.854
C 0.734 0.980 -1.653
C 1.183 1.041 -3.079
H 1.820 1.910 -3.234
H 1.730 0.142 -3.349
H 0.322 1.151 -3.736
H 1.534 -0.967 -1.235
S 0.942 -1.572 1.466
O 1.370 -2.656 0.627
O 1.810 -1.123 2.516
N -0.452 -2.079 2.229
H -0.881 -1.353 2.779
C -1.360 -2.958 1.542
C -2.377 -2.242 0.641
O -1.809 -1.530 -0.428
C -1.270 -2.339 -1.452
H -1.999 -3.092 -1.776
H -1.051 -1.666 -2.279
H -0.348 -2.836 -1.136
H -3.097 -2.986 0.263
H -2.921 -1.492 1.223
H -0.726 -3.621 0.953
H -1.902 -3.554 2.282
H -0.430 0.895 2.035
H -0.925 2.857 0.658
H -1.111 4.798 -2.434
H -1.702 4.070 -0.927
H -0.336 6.097 -0.448
H 1.023 5.415 -1.351
H 0.514 4.670 0.163
*
```

Structure (SMILES): CCOc1ccc(S(=O)(=O)NCCOC)cc1C
HOMO level: -8.564 eV
HOMO-LUMO gap: 9.2 eV
LUMO: 0.7 eV

***

2.
Computed, not measured: C12H20BHgIN2O4P as an isolated structure at a distorted geometry, with ωB97M-V/def2-TZVPD.

ORCA input file:
```
! wB97M-V def2-TZVPD RIJCOSX def2/J DEFGRID3
* xyz 1 1
N -3.292 4.631 1.271
P -2.576 3.814 -0.008
O -3.760 2.893 -0.632
C -1.584 2.496 0.906
O -1.506 1.345 0.154
B -2.514 0.502 0.619
C -2.588 -1.103 0.251
C -1.234 -1.736 -0.041
C -0.067 -1.283 0.810
N 1.036 -2.225 0.592
C 2.365 -1.627 0.577
C 2.938 -1.550 -0.823
C 2.393 -2.235 -1.899
C 2.935 -2.112 -3.175
C 4.040 -1.304 -3.405
C 4.607 -0.634 -2.330
C 4.059 -0.758 -1.064
O 4.606 -0.115 0.018
O -2.943 0.860 1.909
C -2.303 2.079 2.226
I -0.785 1.524 3.704
H -3.841 5.415 0.937
H -2.583 5.017 1.889
H -3.700 2.988 -1.592
H -0.630 2.906 1.218
H -3.532 0.840 -0.116
H -3.203 -1.259 -0.632
H -3.168 -1.560 1.088
H -1.371 -2.802 0.157
H -0.957 -1.680 -1.087
H 0.284 -0.298 0.523
H -0.325 -1.292 1.873
H 0.984 -2.983 1.253
H 3.046 -2.211 1.189
H 2.378 -0.617 0.988
H 1.540 -2.877 -1.780
H 2.478 -2.649 -3.991
H 4.440 -1.201 -4.398
H 5.475 -0.015 -2.495
H 5.139 0.623 -0.283
H -2.962 2.802 2.679
Hg -3.320 -2.611 2.921
*
```

HOMO level: -10.408 eV
HOMO-LUMO gap: 3.0 eV
LUMO: -7.4 eV

***

3.
Computed, not measured: a 6-piece molecular cluster, C12H20Cl12O2 overall at a distorted geometry, with ωB97M-V/def2-TZVPD.

ORCA input file:
```
! wB97M-V def2-TZVPD RIJCOSX def2/J DEFGRID3
* xyz 0 1
C -3.277 -0.935 1.062
Cl -4.994 -1.337 1.376
Cl -2.543 -1.568 -0.427
Cl -2.293 -1.510 2.409
H -3.161 0.148 1.013
C -2.419 3.242 4.028
Cl -1.612 4.779 4.159
Cl -3.642 3.283 2.721
Cl -3.330 2.732 5.441
H -1.711 2.441 3.818
C -4.053 3.545 -2.006
Cl -2.923 4.123 -3.272
Cl -3.470 4.360 -0.542
Cl -3.995 1.727 -1.863
H -5.017 3.994 -2.244
C 5.082 -0.631 -3.035
Cl 6.663 0.157 -2.907
Cl 3.779 0.310 -2.217
Cl 5.166 -2.347 -2.583
H 4.830 -0.680 -4.094
C 1.338 1.209 0.716
C 0.574 2.228 -0.129
C -0.791 2.413 0.534
O -0.821 1.373 1.469
C 0.196 0.387 1.262
H 1.770 1.703 1.587
H 2.069 0.604 0.180
H 0.341 1.845 -1.123
H 1.102 3.143 -0.397
H -1.553 2.154 -0.201
H -0.900 3.418 0.943
H -0.177 -0.311 0.513
H 0.441 -0.078 2.218
C 2.460 -3.320 -0.296
C 1.148 -2.680 -0.195
C 0.112 -3.626 -0.682
O 0.853 -4.821 -0.906
C 2.212 -4.487 -1.247
H 2.691 -3.817 0.646
H 3.224 -2.645 -0.683
H 1.131 -1.804 -0.843
H 1.079 -2.179 0.771
H -0.242 -3.237 -1.637
H -0.645 -3.794 0.084
H 2.386 -4.208 -2.287
H 2.923 -5.304 -1.132
*
```

Structure (SMILES): ClC(Cl)Cl.ClC(Cl)Cl.ClC(Cl)Cl.ClC(Cl)Cl.C1CCOC1.C1CCOC1
HOMO level: -9.748 eV
HOMO-LUMO gap: 10.1 eV
LUMO: 0.3 eV

***

4.
Computed, not measured: C12H20Cl2LuN2 as an isolated structure at a distorted geometry, with ωB97M-V/def2-TZVPD.

ORCA input file:
```
! wB97M-V def2-TZVPD RIJCOSX def2/J DEFGRID3
* xyz -1 1
Lu 0.624 1.882 1.782
Cl -1.100 3.264 0.798
Cl 1.831 2.507 3.766
C 2.036 0.997 0.119
H 2.257 0.195 -0.594
H 2.984 1.579 0.305
C -0.741 -0.022 -1.888
C 0.506 -0.481 -2.177
H -1.381 -0.566 -1.187
C 1.414 0.186 -3.169
H 0.919 -1.346 -1.655
C 1.017 1.652 -3.386
H 2.462 0.102 -2.853
H 1.301 -0.332 -4.139
C -0.480 1.752 -3.669
H 1.257 2.223 -2.482
H 1.591 2.066 -4.224
C -1.307 1.240 -2.469
H -0.748 2.790 -3.893
H -0.719 1.155 -4.557
H -1.314 2.027 -1.689
H -2.353 1.094 -2.789
C 0.909 -3.402 3.337
C 0.125 -2.205 2.989
C -1.250 -2.072 2.743
C -1.463 -0.733 2.373
N -0.273 -0.061 2.440
N 0.669 -0.988 2.812
C -2.709 -0.053 1.958
H 0.947 -3.605 4.421
H 0.458 -4.281 2.857
H 1.946 -3.322 2.982
H -1.976 -2.865 2.767
H 1.665 -0.755 2.814
H -3.346 -0.752 1.398
H -3.279 0.305 2.831
H -2.479 0.826 1.330
*
```

HOMO level: -1.288 eV
HOMO-LUMO gap: 4.0 eV
LUMO: 2.7 eV